Entry from the OMol25 dataset: C5H8Cl2O as an isolated structure in a non-equilibrium geometry (ωB97M-V with the def2-TZVPD basis set).

CARTESIAN COORDINATES (ANGSTROEM)
H -1.902 -0.085 1.322
H 2.053 -1.292 1.451
C -1.793 0.068 0.225
H -2.704 0.643 -0.038
H 0.295 -1.655 1.371
C 0.366 0.876 -1.366
C 1.175 -1.173 0.841
Cl 1.524 -2.173 -0.616
C -0.443 0.761 -0.111
H 0.234 0.019 -2.037
H 0.275 1.785 -1.909
Cl -2.090 -1.580 -0.519
C 0.903 0.319 0.527
H 1.166 0.923 1.359
H -0.673 1.804 0.156
O 1.614 0.760 -0.658

Calculated values
- lowest unoccupied orbital energy (eV) = 0.713
- Kohn-Sham gap (eV) = 10.7
- highest occupied orbital energy (eV) = -10.00
- total charge = 0
- E_tot (Ha) = -1190.88854

Here are the Löwdin charges for atoms 1 to 4, given in e:
1 H 0.080
2 H 0.057
3 C -0.490
4 H 0.071


Entry from the OMol25 dataset: C42H41FeN7O4 as an isolated structure (ωB97M-V with the def2-TZVPD basis set).

CARTESIAN COORDINATES (ANGSTROEM)
C -0.981 1.993 -3.779
H 4.300 -1.250 3.695
H -3.424 -5.684 -3.136
O 1.728 0.698 2.881
C 1.957 -0.123 -0.666
H -0.872 -4.340 4.622
H 5.850 2.444 -0.853
H 1.058 1.632 1.159
C -0.609 -0.965 2.734
H 0.494 -3.400 -2.830
C 1.012 0.660 1.664
H -5.620 2.629 0.266
H 4.634 0.320 -0.600
H 0.528 -1.758 -2.202
H -3.045 4.325 4.611
O -1.180 0.299 0.780
C -2.481 1.364 3.073
H -4.223 2.246 3.950
C -1.295 -2.648 -2.318
H 0.589 2.785 2.978
C -1.058 -3.338 2.733
C -0.828 2.586 -5.102
C -3.243 -3.770 -2.494
C -3.272 -1.672 -1.714
O 3.015 -0.512 1.453
N -1.934 -1.553 -1.801
C -0.452 -2.240 4.775
H 3.770 -2.046 -4.481
C -3.172 2.372 3.722
C 3.035 0.172 2.706
C -0.799 -3.398 4.093
H 4.092 1.809 3.605
H 2.141 4.500 -1.412
H 2.786 -0.188 -3.193
H -0.255 1.879 -5.705
C 4.771 2.433 -0.923
C 3.545 -3.535 -1.454
C -5.969 0.613 -0.420
H 3.768 -4.468 -0.954
C 3.308 -0.817 3.818
H 4.255 -4.205 -3.364
C -0.360 -1.032 4.102
C 2.990 -2.485 -0.728
C 3.546 -2.177 -3.430
H -2.009 3.343 -6.731
O 0.694 -0.085 -1.305
C -0.469 2.662 3.163
C -3.838 1.680 -0.437
H -1.336 -4.234 2.192
C -5.193 1.731 -0.158
C 4.087 1.235 -0.783
H -4.916 -4.901 -2.677
H -2.780 2.009 -5.868
C 4.046 1.299 2.642
H 4.611 4.548 -1.258
H -0.216 3.481 -4.985
H -0.095 -0.131 4.640
N -3.264 0.597 -0.955
N 0.012 -2.580 -2.503
C 3.819 -3.388 -2.804
C -0.469 0.364 1.991
C 2.011 2.382 -1.104
N -3.920 -4.877 -2.803
H 3.259 -0.314 4.784
H 2.561 -1.610 3.792
H -7.030 0.619 -0.209
C -2.179 2.909 -5.748
Fe -1.082 0.227 -1.002
H 2.803 -2.622 0.328
H -0.638 4.574 4.115
C -0.965 -2.127 2.059
H -1.177 -2.087 0.998
C -2.511 3.537 4.096
H -3.189 2.521 -0.225
C -1.123 1.499 2.784
C 1.744 -0.411 0.840
C 4.076 3.613 -1.151
C 2.693 3.584 -1.240
C 2.706 -1.275 -1.348
C -4.007 -0.485 -1.191
C -1.163 3.676 3.817
H 0.932 2.375 -1.182
N -1.104 1.528 -2.741
H -0.256 -2.275 5.839
H -2.992 0.450 2.789
H 3.760 2.015 1.871
N -1.928 -3.770 -2.658
H -5.919 -1.425 -1.153
C 2.996 -1.133 -2.706
H 1.208 -1.363 0.920
H -2.737 3.624 -5.147
N -3.977 -2.719 -2.040
C -5.368 -0.521 -0.944
H 5.033 0.904 2.404
C 2.698 1.196 -0.871

Calculated values
- lowest unoccupied orbital energy (spin up / spin down) (eV) = -2.990 / -3.514
- Kohn-Sham gap (spin up / spin down) (eV) = 7.8 / 7.3
- ⟨S²⟩ = 8.76
- highest occupied orbital energy (spin up / spin down) (eV) = -10.78 / -10.79
- total charge = +1
- E_tot (Ha) = -3572.99366
- 2S+1 = 6

Here are the Löwdin charges for atoms 1 to 4, given in e:
1 C -0.107
2 H 0.096
3 H 0.118
4 O -0.012


Entry from the OMol25 dataset: C28H26EuN8O3SSe2 as an isolated structure in a non-equilibrium geometry (ωB97M-V with the def2-TZVPD basis set).

CARTESIAN COORDINATES (ANGSTROEM)
H -2.037 3.859 -0.261
H 2.420 -0.610 1.689
Eu -0.912 0.496 0.250
H 0.178 -0.983 -3.777
Se -2.983 0.077 2.576
C -2.997 1.932 2.196
C 5.338 -3.485 0.412
H -1.217 -3.120 -0.649
H 3.052 -2.963 -2.034
C -1.500 0.250 -3.206
H -3.184 -1.690 0.250
H -4.445 2.663 -3.809
H 1.047 -3.048 3.674
H -3.472 2.313 -1.571
H 1.138 -5.137 2.307
H -4.497 0.314 -1.230
C 4.061 2.500 0.156
O 1.367 -0.356 0.426
C 1.689 2.528 -0.339
C 2.465 2.153 1.879
C -0.740 -3.168 0.325
C 3.032 2.643 -0.741
S 0.348 2.604 -1.391
H -3.815 2.526 4.087
H 5.105 -4.293 -1.571
H -3.805 4.951 3.490
H -2.908 5.633 1.247
H -5.300 -0.771 -0.296
C -2.488 3.613 0.693
C -3.629 1.966 -3.674
O 0.214 2.145 1.407
C 4.828 -2.619 1.361
H 5.089 2.563 -0.180
N -2.074 0.932 -2.154
N 1.199 -1.476 -1.585
C 3.027 -2.000 -0.147
C 3.675 -1.878 1.097
H -3.521 -1.761 -1.369
N 0.043 -0.737 -1.709
C 1.783 -1.233 -0.451
C -3.460 2.870 3.127
N -2.523 2.311 0.999
H -0.048 -5.179 0.097
Se -0.125 -0.365 3.151
C -2.009 0.417 -4.523
C 0.579 -4.275 1.963
C -2.956 4.593 1.542
H 6.234 -4.055 0.632
H -3.446 1.379 -5.764
H 4.552 2.099 2.235
O 3.223 -1.068 2.072
N -3.320 -1.139 -0.591
N -0.785 -2.045 1.047
C -3.080 1.766 -2.425
C 0.534 -3.126 2.727
C -3.060 1.253 -4.758
C 3.776 2.254 1.500
N 1.467 2.295 0.989
H 3.210 2.814 -1.792
H 2.136 1.929 2.882
H 5.300 -2.498 2.329
N -4.432 -0.253 -0.394
C -0.161 -2.017 2.236
C -0.081 -4.307 0.737
H -1.542 -0.130 -5.334
C -3.446 4.207 2.788
C -0.383 -0.570 -2.943
C 4.707 -3.618 -0.822
C 3.567 -2.879 -1.086

Calculated values
- lowest unoccupied orbital energy (spin up / spin down) (eV) = 1.586 / 1.584
- Kohn-Sham gap (spin up / spin down) (eV) = 3.8 / 3.8
- ⟨S²⟩ = 12.03
- highest occupied orbital energy (spin up / spin down) (eV) = -2.17 / -2.20
- total charge = -1
- E_tot (Ha) = -7657.83992
- 2S+1 = 7

Here are the Löwdin charges for atoms 1 to 4, given in e:
1 H 0.064
2 H 0.040
3 Eu 1.700
4 H 0.121


Entry from the OMol25 dataset: one molecule with the formula C4H4 in a non-equilibrium geometry (ωB97M-V with the def2-TZVPD basis set).

CARTESIAN COORDINATES (ANGSTROEM)
H -2.299 -0.553 -1.087
C 2.064 0.516 0.594
C -1.177 -0.668 -0.812
H -1.092 1.066 0.577
C 0.932 0.204 0.609
C -0.789 0.289 -0.014
H -0.594 -1.514 -0.962
H 2.955 0.661 1.094

Calculated values
- lowest unoccupied orbital energy (eV) = 0.969
- Kohn-Sham gap (eV) = 11.0
- highest occupied orbital energy (eV) = -10.06
- SMILES = C#CC=C
- total charge = 0
- E_tot (Ha) = -154.63363

Here are the Löwdin charges for atoms 1 to 4, given in e:
1 H 0.103
2 C 0.005
3 C -0.036
4 H 0.034


Entry from the OMol25 dataset: one molecule with the formula C3H4ClFS in a non-equilibrium geometry (ωB97M-V with the def2-TZVPD basis set).

CARTESIAN COORDINATES (ANGSTROEM)
C -0.437 -0.175 0.287
F -0.915 0.221 1.476
H 0.769 -1.946 1.251
H -1.249 1.538 -0.604
C 0.805 -1.039 0.607
S 2.274 -0.625 -0.029
C -0.307 1.010 -0.671
Cl -1.573 -1.221 -0.321
H 0.090 0.675 -1.704
H 0.542 1.562 -0.293

Calculated values
- lowest unoccupied orbital energy (eV) = -0.844
- Kohn-Sham gap (eV) = 8.4
- highest occupied orbital energy (eV) = -9.28
- SMILES = C[C@@](F)(Cl)C=S
- total charge = 0
- E_tot (Ha) = -1074.90841

Here are the Löwdin charges for atoms 1 to 4, given in e:
1 C -1.128
2 F -0.019
3 H 0.068
4 H 0.082


Entry from the OMol25 dataset: one molecule with the formula C4H11NO2 in a non-equilibrium geometry (ωB97M-V with the def2-TZVPD basis set).

CARTESIAN COORDINATES (ANGSTROEM)
O -2.477 -0.973 0.979
H -3.338 -0.776 0.630
H 1.605 1.753 -1.597
C 1.130 0.749 -1.440
H 0.182 1.834 0.224
H -0.205 -2.182 1.143
H 1.220 -1.449 1.102
H 1.562 0.706 0.639
C 0.678 0.878 0.022
H 2.925 -0.040 -1.748
H -0.458 -0.890 -0.658
H 0.458 0.602 -2.281
H -2.127 0.960 0.283
O 2.047 -0.340 -1.539
C -0.289 -0.338 0.271
H -1.521 0.621 1.859
N 0.231 -1.276 1.251
C -1.623 0.162 0.858

Calculated values
- lowest unoccupied orbital energy (eV) = 0.890
- Kohn-Sham gap (eV) = 9.8
- highest occupied orbital energy (eV) = -8.96
- SMILES = N[C@@H](CO)CCO
- total charge = 0
- E_tot (Ha) = -364.20120

Here are the Löwdin charges for atoms 1 to 4, given in e:
1 O -0.070
2 H 0.071
3 H 0.118
4 C -0.272